Molecular formula: C21H27AgN6O9P2
Method: DFT, the ωB97M-V functional and the def2-TZVPD basis

```
66
Properties=species:S:1:pos:R:3:mulliken_charge:R:1
Ag 0.090 0.160 0.450 0.346
O -3.211 -4.806 -4.966 -0.593
N -2.834 -3.648 -4.917 0.937
O -2.836 -2.895 -5.874 -0.601
C -2.384 -3.166 -3.642 -0.042
C -2.811 -3.866 -2.546 -0.609
C -2.480 -3.455 -1.237 1.208
C -2.940 -4.132 -0.091 -0.802
C -2.595 -3.647 1.143 -0.927
C -1.798 -2.497 1.216 0.377
N -1.349 -1.854 0.165 0.213
C -1.670 -2.310 -1.050 -0.633
C -1.171 -1.602 -2.202 -0.248
N -0.348 -0.568 -1.974 0.261
C 0.133 0.103 -2.999 -0.180
C -0.180 -0.209 -4.322 -1.173
C -1.012 -1.273 -4.585 -0.595
C -1.539 -2.012 -3.511 0.987
H -3.436 -4.736 -2.689 0.519
H -3.553 -5.013 -0.205 0.452
H -2.925 -4.128 2.050 0.450
H -1.512 -2.084 2.169 -0.217
H 0.804 0.911 -2.749 0.387
H 0.235 0.377 -5.126 0.462
H -1.257 -1.531 -5.604 0.508
C -0.322 -0.740 4.764 -1.653
C 0.406 0.375 4.053 1.039
O 1.055 1.233 4.956 -0.602
P -0.753 1.395 3.052 0.809
O 0.091 2.599 2.486 -0.582
O -1.695 2.123 4.115 -0.536
O -1.578 0.688 2.045 -0.737
P 1.644 -0.204 2.813 0.767
O 2.863 -0.751 3.730 -0.565
O 2.142 1.050 2.161 -0.863
O 1.134 -1.323 1.968 -0.865
H -1.166 -0.348 5.333 0.424
H 0.357 -1.245 5.451 0.428
H -0.682 -1.456 4.026 0.225
H 1.815 1.618 4.494 0.428
H 0.983 2.241 2.256 0.441
H -2.615 1.937 3.928 0.366
H 2.725 -1.675 3.925 0.366
C 5.453 1.449 -0.697 -0.758
C 4.556 0.476 0.052 -0.654
N 3.214 0.602 -0.470 0.119
C 2.644 1.831 -0.639 -0.093
N 1.348 1.890 -0.647 0.596
C 0.701 3.151 -0.974 -1.082
C 1.571 3.987 -1.911 -0.656
C 2.926 4.170 -1.243 -0.663
N 3.481 2.867 -0.943 0.191
C 4.870 2.845 -0.534 -0.621
H 5.468 1.185 -1.754 0.311
H 6.471 1.420 -0.308 0.371
H 4.581 0.694 1.127 0.294
H 4.877 -0.556 -0.099 0.414
H 2.550 -0.068 -0.090 0.238
H 0.490 3.713 -0.055 0.279
H -0.258 2.916 -1.443 0.322
H 1.112 4.953 -2.127 0.404
H 1.716 3.442 -2.847 0.250
H 2.826 4.773 -0.329 0.279
H 3.625 4.684 -1.914 0.409
H 4.964 3.166 0.514 0.293
H 5.409 3.561 -1.163 0.382
```

Computed properties:
Total charge: 0
Highest occupied orbital energy, eV: -8.1
E_LUMO, eV: -1.14
Orbital gap, eV: 6.996
Total energy, eV: -72165.180